The following is a quantum chemistry calculation of a molecular structure, C4H10O3 in a non-equilibrium geometry, from the Open Molecules 2025 dataset.

For the energy relative to the best compared isomer or geometry (same formula, charge and spin), the calculation gives 683.5 kJ/mol. The value obtained for the HOMO-LUMO gap is 9.53 eV. The value obtained for the HOMO energy is -0.315 Ha.

The geometry in ORCA input format:
```
! wB97M-V def2-TZVPD RIJCOSX def2/J DEFGRID3
* xyz 0 1
C 0.45598 0.43205 0.04618
C 0.10904 -0.74995 -0.67742
C -2.24640 -0.39137 0.51815
C 0.70059 1.75193 -0.60436
O 2.09676 -0.48493 -0.07739
O -1.43765 0.03628 -0.56066
O 2.18488 -1.26227 1.14697
H 2.63908 -2.05102 0.81248
H 0.32693 0.42152 1.12280
H 0.29647 -0.78154 -1.74304
H -0.00496 -1.68054 -0.13600
H -2.68955 0.48397 1.00661
H -3.05230 -1.03277 0.14156
H -1.69512 -0.96075 1.28042
H 0.64720 1.68684 -1.69141
H -0.03028 2.48380 -0.25631
H 1.69932 2.09876 -0.32858
*
```